Entry 1:
{"formula": "C8H40O13", "method": "ωB97M-V/def2-TZVPD", "elements": ["C", "C", "C", "C", "C", "C", "C", "C", "H", "H", "H", "H", "H", "H", "H", "H", "H", "H", "H", "H", "H", "H", "H", "H", "O", "H", "H", "O", "H", "H", "O", "H", "H", "O", "H", "H", "O", "H", "H", "O", "H", "H", "O", "H", "H", "O", "H", "H", "O", "H", "H", "O", "H", "H", "O", "H", "H", "O", "H", "H", "O"], "positions_angstrom": [[2.51044, 0.92338, 1.79669], [1.35827, 1.06151, 2.84573], [-0.06033, 0.43439, 2.44457], [-0.81202, 0.19840, 3.48001], [-0.24075, 0.16045, 1.05453], [-1.50357, -0.60236, 0.67706], [-2.47355, -0.24276, -0.11001], [-3.78155, -1.06882, -0.49333], [2.32568, 1.70649, 1.13317], [3.50599, 1.18162, 2.35968], [2.57654, -0.09021, 1.47718], [1.28930, 2.07270, 3.17238], [1.85027, 0.55010, 3.77880], [-1.84803, -0.12596, 3.47963], [-0.50646, 0.38566, 4.51966], [0.75466, -0.09212, 0.62500], [-0.34373, 1.17932, 0.43210], [-1.51914, -1.58083, 1.20426], [-2.51859, 0.78774, -0.55439], [-4.25904, -1.07739, 0.47139], [-4.30449, -0.47429, -1.25392], [-3.67032, -2.16917, -0.82074], [2.36433, -2.05084, 3.06935], [2.62465, -2.69793, 1.62505], [2.49774, -2.83062, 2.65113], [1.65478, -0.58613, -3.60001], [1.39193, -2.03957, -3.93453], [2.17393, -1.32945, -3.84391], [3.79121, 1.95184, -1.54423], [2.50809, 2.54246, -1.77037], [3.04045, 1.93111, -2.19145], [-1.07662, -1.93681, -4.14780], [-0.59762, -2.13284, -2.60925], [-0.28002, -1.90296, -3.57702], [0.57529, 2.96163, -0.14522], [1.28962, 4.11864, -0.18163], [1.29141, 3.28796, -0.68439], [-3.57279, 1.05780, 2.84042], [-2.29573, 1.62199, 3.39689], [-3.07841, 1.76153, 2.87284], [0.33244, 1.42473, -3.09938], [-0.27714, 0.03647, -2.98063], [-0.50074, 1.00891, -3.07806], [-2.36840, 3.18151, -0.23257], [-2.57280, 2.85625, 1.32708], [-2.20124, 3.41691, 0.65101], [-2.20321, -2.82204, -1.13716], [-0.77195, -2.42404, -0.35608], [-1.35183, -2.40911, -1.21830], [2.82215, -2.56881, -0.55571], [1.76056, -3.69506, -1.34979], [1.91845, -3.06538, -0.62743], [2.86948, 0.23197, -2.01457], [2.01916, -0.91973, -1.99018], [2.59848, -0.55565, -1.44135], [-2.14861, 3.53929, -2.13743], [-1.65985, 1.96530, -2.46250], [-2.38124, 2.63000, -1.95383], [1.07523, -3.42134, 1.22197], [0.23692, -2.17472, 1.96849], [0.17233, -3.08113, 1.52112]], "atomic_forces_ev_per_a": [[0.9, 0.9, 3.8], [1.4, -2.7, 0.9], [3.8, 1.5, 1.9], [-1.8, -0.7, 2.2], [-1.1, 2.8, -3.9], [1.7, -1.1, 2.1], [-2.2, 1.0, -1.9], [2.0, 0.0, 0.4], [0.2, 0.5, -2.1], [-1.7, -0.5, -1.1], [0.2, -0.4, -0.9], [-0.4, 1.0, -0.1], [-1.6, 0.5, -1.3], [0.3, -0.6, -0.6], [0.3, 0.1, -0.6], [-0.9, -1.0, -0.1], [0.0, -1.5, 1.5], [-0.4, 0.5, -0.5], [0.4, -1.0, 0.4], [-1.1, -0.2, 0.0], [-0.1, -0.5, 0.4], [-0.2, 2.0, 0.5], [-0.6, 4.1, 1.6], [-0.2, 0.1, 3.4], [1.8, -4.0, -4.7], [-0.6, 1.2, -0.3], [2.4, 2.3, 0.1], [-1.3, -3.4, -1.1], [-0.6, -0.4, -1.1], [-2.6, 2.1, 1.3], [3.5, -1.4, -0.6], [0.7, 0.0, 0.6], [0.1, 0.1, -1.7], [-1.6, -0.3, 1.3], [-1.0, -1.4, -0.1], [0.9, 0.5, -0.7], [-0.3, 1.2, 1.0], [-4.0, -6.1, -0.2], [0.2, -0.2, 0.1], [3.3, 7.0, -0.2], [1.6, 1.1, 0.0], [-0.8, 1.1, -0.3], [-0.9, -2.2, 0.1], [-0.7, -1.3, -1.6], [-0.5, -0.7, -0.1], [1.5, 1.9, 2.0], [0.0, -0.4, 0.6], [-1.8, -0.6, -1.9], [3.0, -0.4, 0.7], [-2.4, -1.6, -1.5], [1.1, 0.6, 0.2], [1.4, 1.0, 1.1], [-0.2, -1.0, 1.5], [-3.6, -3.4, -3.1], [4.1, 4.0, 3.1], [0.3, 0.2, -0.5], [-2.2, 2.3, 1.7], [1.9, -2.4, -1.5], [-2.1, 1.2, 0.8], [0.5, -2.3, -0.9], [0.2, 0.9, -0.2]], "e_tot_ha": -1306.70967, "lumo_ev": 0.2, "spin_multiplicity": 1, "de_lowest_kcal_mol": 114.6, "e_homo_ha": -0.3424}


Entry 2:
{"formula": "C8H4FNO2", "method": "ωB97M-V/def2-TZVPD", "elements": ["C", "C", "C", "C", "C", "C", "C", "C", "N", "O", "O", "F", "H", "H", "H", "H"], "positions_angstrom": [[-1.97467, 0.85571, 0.01366], [-2.20843, -0.51715, 0.13805], [-0.68595, 1.34154, -0.10234], [-1.16815, -1.40694, 0.09492], [0.39959, 0.48090, -0.11587], [0.16544, -0.92406, -0.06419], [1.78825, 1.07173, -0.15072], [1.15560, -1.84174, -0.19122], [2.58060, 0.26239, 0.54488], [2.00655, 2.15809, -0.66535], [1.87428, -2.71609, -0.34877], [3.91114, 0.64985, 0.59506], [-2.80980, 1.53741, 0.01331], [-3.21645, -0.88108, 0.25766], [-0.48266, 2.40087, -0.17925], [-1.33535, -2.47144, 0.16016]], "atomic_forces_ev_per_a": [[0.4, -0.2, 0.0], [-0.1, -0.1, 0.0], [-0.1, 0.0, -0.1], [0.4, -0.1, -0.1], [0.4, -0.5, 0.1], [-2.0, 1.6, 0.2], [1.2, 0.1, 0.4], [2.9, -1.2, 0.0], [-1.2, -1.7, 0.1], [-0.3, 0.6, -0.5], [-1.3, 1.1, 0.2], [-0.1, 0.5, -0.4], [-0.1, 0.1, 0.1], [-0.1, -0.1, 0.0], [0.1, 0.0, 0.0], [-0.1, -0.1, 0.0]], "e_tot_ha": -612.21665, "lumo_ev": [-2.0, -2.0], "spin_multiplicity": 1, "de_lowest_kcal_mol": 26.4, "e_homo_ha": [-0.3011, -0.3010]}


Entry 3:
{"formula": "C8H4INO2", "method": "ωB97M-V/def2-TZVPD", "elements": ["O", "C", "N", "C", "O", "C", "C", "C", "I", "C", "C", "C", "H", "H", "H", "H"], "positions_angstrom": [[1.71850, -2.56601, -0.67137], [1.48174, -1.40263, -0.45032], [2.50906, -0.40533, -0.53892], [1.90473, 0.83215, -0.16779], [2.47926, 1.88956, -0.07404], [0.44382, 0.58671, 0.08332], [-0.55638, 1.44824, 0.42913], [-1.80973, 0.91243, 0.55241], [-3.42992, 2.16394, 1.07893], [-2.08177, -0.41682, 0.35371], [-1.06690, -1.29210, 0.04064], [0.17690, -0.75772, -0.09531], [2.88284, -0.31640, -1.47856], [-0.34476, 2.49689, 0.59645], [-3.08150, -0.81992, 0.44626], [-1.22587, -2.35300, -0.10451]], "atomic_forces_ev_per_a": [[-0.5, 0.6, 0.1], [0.6, -1.3, -0.7], [-1.6, 0.8, 0.1], [0.2, 1.0, 0.3], [-0.3, -0.7, -0.3], [0.6, -0.6, 0.0], [0.5, 1.1, 0.2], [-1.3, 0.9, 0.4], [0.3, -0.1, -0.1], [-0.6, -1.0, 0.0], [-0.1, -0.7, -0.1], [1.9, 0.2, -0.1], [0.7, -0.4, 0.2], [-0.1, 0.0, 0.0], [-0.1, 0.3, 0.1], [-0.1, 0.0, 0.0]], "e_tot_ha": -810.21000, "smiles": "O=C1NC(=O)c2cc(I)ccc21", "lumo_ev": -0.6, "spin_multiplicity": 1, "e_homo_ha": -0.3533}


Entry 4:
{"formula": "C8H5AuCl2NO3Pm", "method": "ωB97M-V/def2-TZVPD", "elements": ["Pm", "Au", "Cl", "Cl", "C", "C", "C", "O", "O", "O", "C", "C", "C", "N", "C", "C", "H", "H", "H", "H", "H"], "positions_angstrom": [[1.48204, 2.38031, 0.18772], [-0.06432, 0.07266, -0.00138], [1.69445, 0.57447, 1.82428], [1.45359, 1.04278, -1.90383], [-1.30436, -0.47041, -1.32640], [1.33121, 3.97652, 1.92913], [1.10957, 4.35312, -1.06268], [-2.02796, -0.76007, -2.13412], [1.27926, 4.65054, 2.81585], [0.94137, 5.22416, -1.73785], [1.32980, -4.06586, 2.00238], [1.82134, -3.73543, 0.74617], [1.43150, -2.53265, 0.17593], [0.59229, -1.83145, 0.90275], [0.08069, -2.02994, 2.10409], [0.46378, -3.22446, 2.68664], [1.62509, -5.00314, 2.45494], [2.47876, -4.35859, 0.19544], [1.76909, -2.19544, -0.81101], [-0.59181, -1.31369, 2.56507], [0.07016, -3.45119, 3.64638]], "atomic_forces_ev_per_a": [[2.6, 0.5, -1.2], [1.9, -1.4, 1.7], [-0.8, -1.1, 0.8], [-0.2, -0.4, -0.9], [-3.5, -0.9, -3.0], [-0.4, 2.7, 3.0], [-0.7, 3.4, -2.1], [1.2, 0.4, 1.2], [0.1, -0.4, -0.6], [0.1, -0.6, 0.4], [0.0, -0.6, 0.6], [0.5, -1.6, 1.1], [-0.8, 0.9, 0.1], [-1.4, 2.9, -2.1], [0.2, -0.4, -0.6], [0.7, -1.8, 0.7], [0.0, -0.1, 0.1], [0.6, -0.8, -0.3], [-0.2, 0.0, 0.3], [0.0, 0.0, 0.0], [-0.2, -0.5, 0.9]], "e_tot_ha": -2250.86453, "lumo_ev": [-16.5, -19.3], "spin_multiplicity": 7, "charge": 4, "e_homo_ha": [-0.9188, -0.9319]}


Entry 5:
{"formula": "C8H5BrFN", "method": "ωB97M-V/def2-TZVPD", "elements": ["N", "C", "C", "F", "Br", "C", "C", "C", "C", "C", "C", "H", "H", "H", "H", "H"], "positions_angstrom": [[-2.29109, 2.28125, -1.36424], [-2.21644, 1.37877, -0.65872], [-2.02027, 0.25378, 0.30455], [-2.25875, 0.53623, 1.57676], [-3.30428, -1.19321, -0.06143], [-0.39056, 0.02872, 0.08135], [0.49595, 0.86163, 0.75073], [1.82104, 0.56120, 0.65174], [2.20430, -0.52964, -0.07464], [1.29062, -1.38198, -0.64322], [-0.03945, -1.17935, -0.46030], [0.20799, 1.75833, 1.20298], [2.59686, 1.38192, 0.95863], [3.19158, -0.86838, -0.03660], [1.64051, -2.22735, -1.33023], [-0.92802, -1.66191, -0.89737]], "atomic_forces_ev_per_a": [[0.0, -0.1, -0.1], [-0.9, -0.1, 1.0], [2.5, 0.2, -1.9], [-0.1, 1.0, 1.0], [0.6, 0.3, -0.4], [-3.2, -0.9, 2.6], [-0.6, -0.4, -1.2], [2.0, 2.6, 0.3], [-0.1, -0.9, 0.4], [1.1, -2.5, -1.8], [-1.8, 1.3, -1.3], [-0.7, 1.1, 0.7], [-1.4, -2.0, -0.1], [1.7, 0.0, -0.5], [-0.4, 1.1, 1.4], [1.2, -0.7, 0.0]], "e_tot_ha": -3036.41507, "smiles": "N#C[C@@](F)(Br)c1ccccc1", "lumo_ev": 0.1, "spin_multiplicity": 1, "de_lowest_kcal_mol": 0.0, "e_homo_ha": -0.3682}


Entry 6:
{"formula": "C8H5F18O19S6Y", "method": "ωB97M-V/def2-TZVPD", "elements": ["Y", "C", "C", "O", "H", "H", "H", "H", "H", "C", "F", "F", "F", "S", "O", "O", "O", "C", "F", "F", "F", "S", "O", "O", "O", "C", "F", "F", "F", "S", "O", "O", "O", "C", "F", "F", "F", "S", "O", "O", "O", "C", "F", "F", "F", "S", "O", "O", "O", "C", "F", "F", "F", "S", "O", "O", "O"], "positions_angstrom": [[0.16451, 0.15633, -0.03989], [-2.43907, 1.54337, 3.20948], [-1.00418, 1.16161, 2.85737], [-0.90994, -0.01213, 2.15936], [-3.03523, 0.66233, 3.45050], [-2.91401, 2.06675, 2.37365], [-2.46495, 2.14769, 4.13610], [-0.47472, 1.03200, 3.85399], [-0.35400, 1.97397, 2.47084], [4.61829, 0.42841, -0.57272], [4.66634, 1.70749, -1.01361], [5.86246, -0.08606, -0.72275], [4.32774, 0.44830, 0.71303], [3.40133, -0.58708, -1.51504], [2.08556, -0.09657, -1.09890], [3.67738, -0.35984, -2.91250], [3.64381, -1.92368, -1.07921], [0.87719, 4.12644, -1.47149], [-0.21751, 4.61771, -2.07321], [1.55786, 3.38850, -2.31823], [1.63476, 5.19437, -1.14460], [0.39027, 3.17527, 0.03948], [0.08827, 4.16983, 1.02688], [-0.68921, 2.29580, -0.41600], [1.48799, 2.26584, 0.36501], [-4.17263, -1.57405, -1.31958], [-4.89578, -2.67283, -0.98142], [-3.30005, -1.91745, -2.24254], [-5.06599, -0.72715, -1.88258], [-3.38003, -0.81771, 0.19483], [-4.38444, 0.11498, 0.67457], [-3.10263, -1.84317, 1.13349], [-2.17055, -0.17748, -0.34049], [-2.21339, 1.33353, -3.63626], [-2.40380, 2.14921, -2.60536], [-3.22332, 0.45299, -3.67628], [-2.31425, 2.08556, -4.77089], [-0.55707, 0.49868, -3.61037], [-0.33643, 0.14112, -2.21780], [-0.75655, -0.62423, -4.47636], [0.29110, 1.55668, -4.08321], [-0.85755, -4.27916, -1.08688], [-2.14870, -3.91161, -1.05545], [-0.82565, -5.64758, -1.04239], [-0.34054, -3.92031, -2.28209], [0.09388, -3.56438, 0.30084], [-0.08460, -2.12740, 0.04502], [-0.60801, -4.05665, 1.44762], [1.40832, -4.10354, 0.08210], [3.00447, -0.11656, 3.85919], [2.11615, 0.84174, 4.15715], [4.06437, 0.47473, 3.28181], [3.45775, -0.60175, 5.05543], [2.25663, -1.46730, 2.83188], [1.80044, -0.70085, 1.68710], [3.40469, -2.30550, 2.58576], [1.26326, -1.98922, 3.69561]], "atomic_forces_ev_per_a": [[-1.3, -1.8, 3.3], [-0.1, 0.7, 0.1], [1.3, -1.3, 1.5], [0.5, 1.0, -1.8], [0.2, -0.3, -0.3], [-0.2, 0.0, 0.2], [0.0, 0.3, -0.3], [-0.3, -0.1, -0.1], [-0.8, 0.4, -0.3], [-0.3, 0.2, -0.2], [0.1, -0.2, 0.0], [-0.1, 0.1, 0.0], [0.2, 0.1, 0.0], [-0.9, -1.3, -0.8], [1.2, 0.6, -0.3], [0.4, 0.8, 0.0], [0.6, -0.3, 0.5], [-0.1, 0.0, 0.2], [0.0, -0.1, -0.1], [0.0, -0.1, -0.1], [0.2, 0.1, 0.1], [0.0, -1.4, 1.0], [-0.1, 0.5, -0.5], [-0.6, 1.4, -0.2], [0.6, 0.7, -0.1], [-0.3, 0.2, 0.5], [0.1, 0.0, -0.1], [0.1, -0.1, -0.3], [0.1, 0.0, -0.1], [1.0, 1.8, 1.5], [-0.3, 0.1, -0.9], [-0.2, -1.7, -0.1], [-1.2, -0.2, -0.8], [0.0, -0.1, 0.0], [0.0, 0.0, -0.1], [0.0, 0.2, 0.0], [-0.1, -0.1, 0.1], [0.0, 0.3, 0.1], [-0.3, 0.0, -0.9], [-0.1, -0.4, -0.4], [0.2, 0.2, -0.2], [-0.1, 0.0, -0.4], [0.4, -0.4, -0.1], [-0.1, 0.4, -0.1], [-0.3, -0.2, 0.3], [0.0, 0.3, 0.2], [0.3, -0.8, -0.3], [-0.2, -0.1, 0.2], [0.1, 0.2, -0.2], [-0.2, -0.1, 0.2], [0.2, 0.1, 0.0], [0.0, 0.1, 0.1], [0.0, 0.0, 0.0], [1.0, 0.7, -0.7], [0.2, 0.1, -0.2], [0.1, -0.1, 0.0], [-0.9, -0.5, 0.9]], "e_tot_ha": -5962.69565, "lumo_ev": 8.0, "spin_multiplicity": 1, "de_lowest_kcal_mol": 0.0, "charge": -4, "e_homo_ha": 0.1087}


Entry 7:
{"formula": "C8H5F2OS", "method": "ωB97M-V/def2-TZVPD", "elements": ["C", "C", "C", "C", "C", "C", "C", "C", "O", "F", "F", "S", "H", "H", "H", "H", "H"], "positions_angstrom": [[-0.78441, 0.53125, -0.76786], [0.58766, 0.73141, -0.81918], [-1.30415, -0.39260, 0.12783], [1.43157, 0.00376, -0.01047], [-0.47143, -1.12263, 0.94756], [0.92025, -0.96137, 0.86981], [2.42051, -0.42196, 3.46471], [1.79924, -1.67344, 1.75471], [3.58508, -0.24861, 3.34335], [3.03740, -1.98694, 1.24174], [1.30570, -2.84399, 2.28812], [1.11755, -0.10323, 4.33855], [-1.44489, 1.09029, -1.41741], [1.00123, 1.46306, -1.50281], [-2.37436, -0.54459, 0.17536], [2.49992, 0.15880, -0.05106], [-0.87646, -1.84568, 1.64041]], "atomic_forces_ev_per_a": [[-0.2, 0.1, 0.0], [0.0, 0.1, -0.1], [-0.1, 0.2, -0.2], [0.2, -0.3, 0.1], [0.3, -0.2, 0.1], [-0.4, 0.0, -0.3], [0.4, -1.1, -2.2], [1.6, 0.8, 2.4], [0.2, -0.1, 0.0], [-0.3, 0.0, -0.4], [-0.3, 0.2, -0.4], [-1.3, 0.3, 1.0], [0.0, 0.1, 0.0], [0.0, 0.0, 0.0], [-0.1, 0.0, 0.0], [0.1, 0.0, 0.0], [0.0, 0.0, 0.0]], "e_tot_ha": -981.04413, "lumo_ev": 3.5, "spin_multiplicity": 1, "charge": -1, "e_homo_ha": -0.1113}


Entry 8:
{"formula": "C8H5FN2O2", "method": "ωB97M-V/def2-TZVPD", "elements": ["C", "C", "C", "C", "C", "C", "C", "C", "N", "N", "O", "O", "F", "H", "H", "H", "H", "H"], "positions_angstrom": [[-3.63688, -0.23064, 1.18538], [1.23655, -0.01545, -0.04438], [0.59841, -0.04526, 1.20712], [0.58451, 0.16188, -1.21064], [-0.79550, -0.20143, 1.15185], [-0.77580, 0.28110, -1.24124], [-1.51090, -0.00136, -0.04885], [-2.94785, -0.03626, -0.02475], [-4.25629, -0.38588, 2.13046], [-3.77286, -0.11418, -1.22717], [-3.18421, -0.45370, -2.20853], [-4.94996, 0.09655, -1.08535], [-3.37655, 2.17268, -0.05266], [2.22987, -0.18107, -0.25784], [1.24099, -0.34541, 2.06939], [1.24741, 0.28981, -1.98590], [-1.32911, -0.21235, 2.21162], [-1.38156, 0.74010, -2.16915]], "atomic_forces_ev_per_a": [[-0.3, 0.1, -0.4], [-1.2, -0.3, 1.8], [0.2, -2.1, -0.7], [-1.8, 0.5, 0.3], [0.0, 1.4, 3.3], [-2.5, 1.5, -2.0], [-0.2, -0.1, -0.6], [1.5, 3.4, 0.7], [-0.4, -0.3, 0.9], [-1.1, -0.1, 0.8], [0.1, -0.4, -1.6], [0.2, -0.1, -0.3], [0.6, -2.6, 0.0], [2.5, -0.1, 0.8], [-1.1, 0.8, -0.4], [0.6, 0.3, -2.4], [0.8, -0.5, -2.6], [1.8, -1.5, 2.2]], "e_tot_ha": -667.43269, "lumo_ev": [-3.5, -3.5], "spin_multiplicity": 1, "de_lowest_kcal_mol": 75.1, "e_homo_ha": [-0.3835, -0.3844]}